#i
Density functional theory data (wB97M-V/def2-TZVPD) for a cluster of 3 separate species, C4H14O4 in total.

Results
Charge: 0
Frontier orbital gap, eV: 10.88
LUMO, eV: 0.45
HOMO, eV: -10.43
SMILES: OCCCCO.O.O
2S+1: 1

Element x y z (Å)
O1 -1.023 2.145 -2.394
C1 -0.270 1.062 -1.827
C2 -1.106 0.188 -0.880
C3 -1.613 0.778 0.492
C4 -0.715 0.151 1.551
O2 0.496 0.916 1.723
H1 -1.699 1.705 -2.933
H2 0.086 0.400 -2.630
H3 0.535 1.590 -1.311
H4 -2.002 -0.120 -1.408
H5 -0.607 -0.810 -0.862
H6 -2.629 0.403 0.646
H7 -1.563 1.867 0.568
H8 -0.502 -0.907 1.420
H9 -1.254 0.185 2.494
H10 0.921 0.864 0.857
O3 3.476 -0.884 0.029
H11 3.329 -1.056 0.968
H12 3.725 0.039 0.083
O4 0.794 -3.073 1.454
H13 0.071 -2.558 1.063
H14 1.551 -2.884 0.897

Results of the Löwdin charge analysis, in e, for atoms 1 through 5: number 1, O, carries -0.080; number 2, C, carries -0.260; number 3, C, carries -0.184; number 4, C, carries -0.141; number 5, C, carries -0.266

=====

#ii
Density functional theory data (wB97M-V/def2-TZVPD) for a cluster of 4 separate species, C4H14O4 in total.

Results
Charge: 0
Frontier orbital gap, eV: 9.36
LUMO, eV: -0.03
HOMO, eV: -9.39
2S+1: 1

Element x y z (Å)
C1 0.565 0.722 -0.543
C2 -0.537 -0.012 -1.032
C3 1.256 -0.566 -1.302
C4 -1.191 0.295 -2.315
O1 0.882 0.782 0.735
H1 0.804 1.644 -1.074
H2 -0.995 -0.753 -0.419
H3 1.124 -0.688 -2.370
H4 1.128 -1.532 -0.807
H5 2.295 -0.318 -1.179
H6 -2.148 0.786 -2.085
H7 -1.412 -0.603 -2.881
H8 -0.599 0.964 -2.910
H9 -0.037 -3.993 1.036
H10 -0.257 -2.456 1.274
O2 -0.090 -3.133 0.576
H11 0.291 2.391 1.071
H12 0.105 3.761 1.766
O3 -0.241 3.218 1.053
H13 -0.685 -0.646 2.933
H14 0.052 -0.200 1.559
O4 -0.582 -0.889 2.009

Results of the Löwdin charge analysis, in e, for atoms 1 through 5: number 1, C, carries -0.465; number 2, C, carries -0.057; number 3, C, carries 0.037; number 4, C, carries -0.036; number 5, O, carries -0.166

=====

Most stable one: #i, least stable one: #ii.

=====

#i
Density functional theory data (wB97M-V/def2-TZVPD) for a cluster of 4 separate species, C4H14O4 in total.

Results
Charge: 0
Frontier orbital gap, eV: 10.02
LUMO, eV: 0.60
HOMO, eV: -9.41
SMILES: C/C=C/CO.O.O.O
2S+1: 1

Element x y z (Å)
C1 2.615 -1.650 -1.666
C2 1.241 -1.083 -1.452
C3 0.323 -1.743 -0.757
C4 -1.114 -1.354 -0.627
O1 -1.250 0.073 -0.569
H1 3.341 -0.835 -1.761
H2 3.013 -2.192 -0.838
H3 2.609 -2.266 -2.563
H4 1.036 -0.040 -1.668
H5 0.639 -2.714 -0.379
H6 -1.596 -1.829 0.233
H7 -1.718 -1.675 -1.479
H8 -1.752 0.292 0.243
O2 -0.172 2.539 -0.072
H9 -0.139 1.601 -0.343
H10 -0.717 2.984 -0.725
O3 -0.421 2.835 2.673
H11 0.156 2.369 3.297
H12 -0.156 2.465 1.808
O4 -2.234 0.692 1.929
H13 -1.519 1.347 1.977
H14 -2.184 0.183 2.739

Results of the Löwdin charge analysis, in e, for atoms 1 through 5: number 1, C, carries -0.105; number 2, C, carries -0.156; number 3, C, carries -0.104; number 4, C, carries -0.236; number 5, O, carries -0.125

=====

#ii
Density functional theory data (wB97M-V/def2-TZVPD) for a cluster of 4 separate species, C4H14O4 in total.

Results
Charge: 0
Frontier orbital gap, eV: 3.90
LUMO, eV: -4.16
HOMO, eV: -8.06
2S+1: 1

Element x y z (Å)
O1 -0.898 -0.156 -1.405
C1 0.479 -0.166 -1.569
C2 1.164 0.713 -0.601
C3 1.672 0.304 0.677
C4 3.032 -0.374 0.408
H1 0.680 0.275 -2.548
H2 1.240 1.771 -0.847
H3 0.880 -1.188 -1.540
H4 1.003 -0.383 1.179
H5 1.844 1.178 1.303
H6 2.923 -1.251 -0.236
H7 3.738 0.315 -0.064
H8 3.509 -0.701 1.326
H9 -0.509 0.957 0.798
H10 -1.786 0.376 1.316
O2 -1.269 1.266 1.281
H11 -3.704 -0.181 0.274
H12 -3.888 -0.092 -1.244
O3 -4.259 0.252 -0.428
H13 -2.461 -1.824 1.423
H14 -1.129 -0.080 -0.454
O4 -2.262 -1.010 0.952

Results of the Löwdin charge analysis, in e, for atoms 1 through 5: number 1, O, carries 0.026; number 2, C, carries -0.243; number 3, C, carries 0.156; number 4, C, carries -0.191; number 5, C, carries -0.033

=====

Most stable one: #i, least stable one: #ii.

=====

#i
Density functional theory data (wB97M-V/def2-TZVPD) for a cluster of 4 separate species, C4H14O4 in total.

Results
Charge: 0
Frontier orbital gap, eV: 10.37
LUMO, eV: 0.66
HOMO, eV: -9.71
SMILES: CCCC=O.O.O.O
2S+1: 1

Element x y z (Å)
C1 2.632 -0.541 -0.753
C2 1.207 -0.802 -0.245
C3 1.072 -0.511 1.240
C4 -0.326 -0.371 1.818
O1 -1.324 -0.891 1.383
H1 3.152 -1.439 -1.091
H2 3.306 -0.112 -0.009
H3 2.597 0.142 -1.601
H4 0.927 -1.838 -0.432
H5 0.465 -0.188 -0.760
H6 1.438 0.479 1.549
H7 1.520 -1.282 1.872
H8 -0.318 0.028 2.851
O2 -1.392 1.385 -1.877
H9 -1.940 1.869 -2.500
H10 -1.856 0.518 -1.833
O3 -0.697 1.978 0.939
H11 -1.055 2.857 1.102
H12 -1.045 1.789 0.048
O4 -2.747 -1.038 -0.997
H13 -2.141 -1.284 -0.265
H14 -3.478 -0.749 -0.440

Results of the Löwdin charge analysis, in e, for atoms 1 through 5: number 1, C, carries -0.099; number 2, C, carries -0.235; number 3, C, carries -0.182; number 4, C, carries -0.283; number 5, O, carries 0.019

=====

#ii
Density functional theory data (wB97M-V/def2-TZVPD) for a cluster of 4 separate species, C4H14O4 in total.

Results
Charge: 0
Frontier orbital gap, eV: 8.68
LUMO, eV: 0.31
HOMO, eV: -8.36
SMILES: C/C=C(/C)O.O.O.O
2S+1: 1

Element x y z (Å)
C1 -2.443 1.323 -1.314
C2 -1.317 0.762 -2.117
C3 0.005 0.866 -1.839
C4 0.975 -0.121 -2.368
O1 0.547 1.557 -0.885
H1 -3.373 0.644 -1.309
H2 -2.628 2.404 -1.683
H3 -2.267 1.356 -0.218
H4 -1.582 0.312 -3.133
H5 0.942 -0.337 -3.357
H6 0.650 -1.128 -1.932
H7 1.947 -0.153 -1.895
H8 0.019 2.432 -0.582
O2 -1.685 -3.040 0.992
H9 -0.952 -2.490 1.387
H10 -1.266 -3.898 0.904
O3 0.772 -0.680 1.065
H11 1.627 -0.847 0.751
H12 0.470 0.010 0.457
O4 2.688 0.246 4.791
H13 2.612 -0.573 4.339
H14 1.906 0.624 4.399

Results of the Löwdin charge analysis, in e, for atoms 1 through 5: number 1, C, carries -0.134; number 2, C, carries -0.147; number 3, C, carries -0.497; number 4, C, carries -0.032; number 5, O, carries 0.010

=====

Most stable one: #i, least stable one: #ii.

=====

#i
Density functional theory data (wB97M-V/def2-TZVPD) for a cluster of 2 separate species, C3H10N3O in total.

Results
Charge: -1
Frontier orbital gap, eV: 6.86
LUMO, eV: 4.19
HOMO, eV: -2.67
2S+1: 1

Element x y z (Å)
C1 -0.333 -2.076 -0.592
N1 1.006 -1.890 -0.079
C2 1.330 -0.987 0.906
N2 2.491 -0.432 0.907
H1 -0.386 -2.931 -1.279
H2 -1.023 -2.244 0.240
H3 -0.658 -1.173 -1.106
H4 1.766 -1.977 -0.740
H5 0.643 -0.898 1.743
H6 2.635 -0.066 1.845
N3 -0.900 2.744 -0.934
C3 -1.311 1.628 -0.008
O1 -0.391 0.682 0.110
H7 -1.029 3.661 -0.525
H8 0.095 2.566 -1.033
H9 -1.643 2.121 0.964
H10 -2.291 1.273 -0.420

Results of the Löwdin charge analysis, in e, for atoms 1 through 5: number 1, C, carries -0.141; number 2, N, carries -0.078; number 3, C, carries -0.397; number 4, N, carries 0.026; number 5, H, carries 0.063

=====

#ii
Density functional theory data (wB97M-V/def2-TZVPD) for a cluster of 2 separate species, C3H10N3O in total.

Results
Charge: -1
Frontier orbital gap, eV: 7.71
LUMO, eV: 4.22
HOMO, eV: -3.49
2S+1: 1

Element x y z (Å)
N1 -2.381 0.440 -0.680
C1 -2.367 1.672 -0.164
N2 -3.421 2.363 0.125
H1 -3.278 -0.015 -0.611
H2 -1.473 -0.106 -0.583
H3 -1.356 2.064 -0.062
H4 -3.130 3.278 0.446
C2 2.685 -0.328 0.554
N3 2.176 -1.506 -0.111
C3 0.694 -1.569 -0.037
O1 0.058 -0.496 -0.518
H5 2.300 0.609 0.143
H6 3.777 -0.302 0.513
H7 2.379 -0.369 1.601
H8 2.399 -1.441 -1.098
H9 0.483 -1.766 1.040
H10 0.453 -2.527 -0.559

Results of the Löwdin charge analysis, in e, for atoms 1 through 5: number 1, N, carries 0.056; number 2, C, carries -0.449; number 3, N, carries -0.018; number 4, H, carries 0.075; number 5, H, carries 0.021

=====

#iii
Density functional theory data (wB97M-V/def2-TZVPD) for a cluster of 2 separate species, C3H10N3O in total.

Results
Charge: -1
Frontier orbital gap, eV: 7.75
LUMO, eV: 4.02
HOMO, eV: -3.74
2S+1: 1

Element x y z (Å)
C1 1.000 0.961 -1.843
N1 1.711 -0.268 -1.719
C2 1.334 -1.033 -0.501
O1 0.044 -1.470 -0.523
H1 -0.039 0.905 -1.464
H2 0.949 1.359 -2.875
H3 1.457 1.761 -1.245
H4 1.227 -0.901 -2.400
H5 1.562 -0.251 0.351
H6 2.126 -1.877 -0.444
N2 -0.747 -0.485 1.771
C3 -1.843 0.343 1.977
N3 -2.478 0.983 1.033
H7 -0.362 -0.875 2.628
H8 -0.525 -0.969 0.735
H9 -2.106 0.439 3.043
H10 -3.310 1.378 1.477

Results of the Löwdin charge analysis, in e, for atoms 1 through 5: number 1, C, carries -0.219; number 2, N, carries -0.165; number 3, C, carries -0.520; number 4, O, carries -0.317; number 5, H, carries 0.070

=====

Most stable one: #ii, least stable one: #i.